Version A
ORCA calculation (ωB97M-V/def2-TZVPD) on a gas-phase ion, C5H12N3S (charge +1).

Properties
**HOMO-LUMO gap**: 0.3319 Ha
**Highest occupied orbital energy**: -12.1451 eV
**Total charge**: +1

The geometry in XYZ format:
```
21
Properties=species:S:1:pos:R:3:lowdin_charge:R:1
C 1.23 1.04 -0.02 -0.44
C -1.10 2.09 0.77 -0.30
C 3.32 -0.48 0.17 -0.02
C -0.37 -1.58 0.66 -0.07
C -1.82 0.28 -0.91 0.04
N 2.27 0.49 0.02 0.04
N -0.28 -0.11 0.88 -0.17
N -1.35 0.63 0.57 -0.30
S 0.36 2.48 -0.31 1.02
H -2.04 2.64 0.38 0.14
H -0.79 2.30 1.78 0.09
H 2.99 -1.43 -0.11 0.06
H 3.42 -0.55 1.36 0.16
H 4.21 -0.24 -0.30 0.07
H -0.42 -1.85 -0.38 0.06
H 0.58 -1.92 1.05 0.07
H -1.23 -1.90 1.26 0.10
H -0.83 0.15 -1.37 0.08
H -2.30 -0.70 -0.91 0.10
H -2.35 1.11 -1.32 0.08
H -2.16 0.38 1.14 0.18
```

***

Version B
ORCA calculation (ωB97M-V/def2-TZVPD) on a gas-phase ion, C5H12N3S (charge +1).

Properties
**Structure (SMILES)**: [H]/N=C(\[NH3+])N[C@H]1CCCS1
**HOMO-LUMO gap**: 0.3194 Ha
**Highest occupied orbital energy**: -12.2276 eV
**Total charge**: +1

The geometry in XYZ format:
```
21
Properties=species:S:1:pos:R:3:lowdin_charge:R:1
H 2.32 1.27 -1.37 0.11
N 1.63 0.76 -0.85 0.25
C 1.55 -0.28 -0.32 -0.44
N 2.98 -1.39 -0.16 0.17
N 0.66 -0.85 0.43 0.06
C -0.90 -0.86 0.26 -0.49
C -1.47 0.24 1.19 -0.15
C -1.46 1.54 0.32 -0.26
C -2.19 1.20 -0.94 -0.31
S -1.25 -0.45 -1.46 0.89
H 2.68 -2.15 -0.85 0.17
H 3.97 -1.04 -0.30 0.16
H 2.87 -1.63 0.83 0.11
H 1.04 -1.67 0.79 0.10
H -1.22 -1.82 0.47 0.07
H -0.86 0.32 2.05 0.10
H -2.56 0.02 1.35 0.14
H -2.07 2.28 0.92 0.14
H -0.49 1.83 0.10 0.06
H -3.17 0.82 -0.78 0.07
H -2.06 1.89 -1.70 0.06
```

***

Energy relative to the most stable one, in eV: version A 2.671; version B 0.000

***

Version A
ORCA calculation (ωB97M-V/def2-TZVPD) on 2 unconnected molecules or ions with the total composition ClH6NSi2.

Properties
**HOMO-LUMO gap**: 0.2976 Ha
**Highest occupied orbital energy**: -8.9719 eV
**Total charge**: 0

The geometry in XYZ format:
```
10
Properties=species:S:1:pos:R:3:lowdin_charge:R:1
N -0.56 0.17 0.25 -0.21
Si -2.08 -0.24 -0.44 0.48
Si 3.16 -0.58 0.21 0.23
Cl 5.00 0.27 -0.20 0.01
H -0.34 1.15 0.39 0.01
H -3.26 0.09 0.39 -0.11
H -2.02 -1.68 -0.63 -0.09
H -2.15 0.52 -1.69 -0.09
H 2.49 0.66 0.68 -0.24
H -0.23 -0.36 1.04 0.00
```

***

Version B
ORCA calculation (ωB97M-V/def2-TZVPD) on 2 unconnected molecules or ions with the total composition ClH6NSi2.

Properties
**HOMO-LUMO gap**: 0.3226 Ha
**Highest occupied orbital energy**: -8.4238 eV
**Total charge**: 0

The geometry in XYZ format:
```
10
Properties=species:S:1:pos:R:3:lowdin_charge:R:1
N 2.65 -0.75 -0.37 -0.28
Si -2.78 0.36 0.79 0.14
Si 2.90 -0.75 -2.06 0.50
Cl -1.72 1.83 1.66 0.18
H 2.55 0.07 0.21 0.00
H 2.56 -1.59 0.17 -0.01
H -2.18 -0.91 1.17 -0.11
H -2.74 0.55 -0.65 -0.11
H -4.15 0.45 1.29 -0.11
H 2.92 0.73 -2.23 -0.21
```

***

Energy relative to the most stable one, in eV: version A 0.370; version B 0.000

***

Version A
ORCA calculation (ωB97M-V/def2-TZVPD) on 2 unconnected molecules or ions with the total composition C4H6O4.

Properties
**HOMO-LUMO gap**: 0.2957 Ha
**Highest occupied orbital energy**: -1.2191 eV
**Total charge**: -2

The geometry in XYZ format:
```
14
Properties=species:S:1:pos:R:3:lowdin_charge:R:1
C 0.10 1.17 -1.79 -0.06
C 0.81 -0.10 -2.33 -0.82
O 0.16 -0.73 -3.20 -0.15
O 1.93 -0.37 -1.86 -0.12
H -0.53 0.87 -0.94 0.05
H -0.52 1.58 -2.59 0.04
H 0.79 1.85 -1.29 0.05
C -0.12 -1.11 1.64 -0.05
C -0.73 0.03 2.51 -0.81
O -1.96 0.24 2.36 -0.14
O 0.05 0.62 3.29 -0.14
H -0.65 -2.05 1.78 0.05
H 0.94 -1.20 1.82 0.05
H -0.27 -0.79 0.61 0.05
```

***

Version B
ORCA calculation (ωB97M-V/def2-TZVPD) on 2 unconnected molecules or ions with the total composition C4H6O4.

Properties
**HOMO-LUMO gap**: 0.2748 Ha
**Highest occupied orbital energy**: -0.9619 eV
**Total charge**: -2

The geometry in XYZ format:
```
14
Properties=species:S:1:pos:R:3:lowdin_charge:R:1
C -1.20 1.06 0.69 -0.08
C -2.05 1.59 1.91 -0.83
O -2.22 2.77 2.14 -0.08
O -2.65 0.58 2.44 -0.18
H -0.12 0.85 0.79 0.03
H -1.46 1.81 -0.16 0.07
H -1.62 0.04 0.31 0.07
C 1.11 -1.24 -0.75 -0.08
C 2.22 -1.15 -1.77 -0.79
O 3.32 -0.69 -1.57 -0.08
O 2.09 -1.92 -2.86 -0.24
H 0.81 -2.23 -0.39 0.05
H 0.27 -0.57 -1.08 0.07
H 1.48 -0.89 0.31 0.08
```

***

Energy relative to the most stable one, in eV: version A 0.000; version B 1.020

***

Version A
ORCA calculation (ωB97M-V/def2-TZVPD) on C5H6N2O4 in the gas phase.

Properties
**Structure (SMILES)**: O=C1C=CCN(O)C(=O)N1O
**HOMO-LUMO gap**: 0.3530 Ha
**Highest occupied orbital energy**: -9.7507 eV
**Total charge**: 0

The geometry in XYZ format:
```
17
Properties=species:S:1:pos:R:3:lowdin_charge:R:1
O -0.60 1.68 -2.03 0.10
C -0.53 1.18 -0.92 -0.44
C -1.63 1.36 -0.03 0.01
C -1.70 0.72 1.15 -0.03
C -0.73 -0.20 1.79 -0.14
N -0.10 -1.14 0.93 -0.09
O 0.04 -2.50 1.29 0.05
C 0.81 -0.80 -0.07 -0.39
O 1.70 -1.48 -0.53 0.13
N 0.60 0.54 -0.54 -0.02
O 1.72 0.99 -1.18 0.05
H -2.38 2.11 -0.37 0.14
H -2.47 1.01 1.92 0.13
H -1.32 -0.78 2.50 0.14
H 0.03 0.31 2.32 0.13
H 0.98 -2.60 1.18 0.08
H 1.47 0.97 -2.15 0.14
```

***

Version B
ORCA calculation (ωB97M-V/def2-TZVPD) on 2 unconnected molecules or ions with the total composition C5H6N2O4.

Properties
**Structure (SMILES)**: C=C/C([N+](=O)[O-])=[N+](\[O-])O.C#C
**HOMO-LUMO gap (spin up / spin down)**: 0.2958 / 0.2958 Ha
**Highest occupied orbital energy (spin up / spin down)**: -9.4611 / -9.4625 eV
**Total charge**: 0

The geometry in XYZ format:
```
17
Properties=species:S:1:pos:R:3:lowdin_charge:R:1
C 2.16 -0.06 -0.15 0.04
C 1.39 0.28 0.89 -0.09
C 0.09 -0.33 1.17 -0.15
N -0.66 0.19 2.26 -0.29
O -0.14 0.99 3.00 0.11
O -1.82 -0.26 2.47 0.04
N -0.17 -1.58 0.72 -0.24
O 0.50 -2.17 -0.12 0.09
O -1.30 -2.19 1.13 0.07
H 3.16 0.55 -0.18 0.11
H 1.84 -0.63 -0.93 0.02
H 1.63 1.02 1.71 0.12
H -1.93 -1.44 1.56 0.11
C -2.86 -0.34 -0.99 0.02
C -1.87 0.12 -1.44 0.02
H -3.61 -0.73 -0.39 0.02
H -0.94 0.38 -1.75 0.00
```

***

Version C
ORCA calculation (ωB97M-V/def2-TZVPD) on C5H6N2O4 in the gas phase.

Properties
**Structure (SMILES)**: COC(=O)N(C#N)C(=O)OC
**HOMO-LUMO gap**: 0.3913 Ha
**Highest occupied orbital energy**: -10.1299 eV
**Total charge**: 0

The geometry in XYZ format:
```
17
Properties=species:S:1:pos:R:3:lowdin_charge:R:1
C -2.87 1.16 -0.60 -0.03
O -1.98 0.11 -0.40 0.03
C -1.64 -0.36 0.73 -0.38
O -2.07 -0.56 1.78 0.24
N -0.04 -1.02 0.42 0.13
C 0.22 -2.20 0.96 -0.31
N 0.17 -3.27 1.31 0.18
C 0.92 -0.11 0.06 -0.54
O 0.72 1.05 -0.30 0.08
O 2.13 -0.68 0.09 -0.03
C 3.23 0.16 -0.48 0.02
H -3.63 1.29 0.19 0.10
H -3.33 1.21 -1.60 0.10
H -2.28 2.15 -0.44 0.14
H 4.27 -0.03 -0.01 0.12
H 2.91 1.16 -0.20 0.08
H 3.28 -0.08 -1.51 0.08
```

***

Energy relative to the most stable one, in eV: version A 1.701; version B 7.692; version C 0.000

***

Version A
ORCA calculation (ωB97M-V/def2-TZVPD) on 2 unconnected molecules or ions with the total composition C4H12NO3.

Properties
**HOMO-LUMO gap**: 0.2578 Ha
**Highest occupied orbital energy**: -3.0520 eV
**Total charge**: -1

The geometry in XYZ format:
```
20
Properties=species:S:1:pos:R:3:lowdin_charge:R:1
C -0.98 -1.03 -1.32 -0.44
O -0.08 -1.18 -2.33 -0.34
C -0.69 0.35 -0.48 -0.29
C 0.81 0.25 -0.05 -0.42
C 1.33 -1.01 0.74 -0.04
O 1.65 0.37 -1.15 -0.09
N -1.48 0.32 0.78 -0.02
H -0.98 -1.91 -0.69 0.07
H -2.00 -0.81 -1.66 0.07
H -1.12 1.20 -0.98 0.12
H 0.90 1.20 0.62 0.12
H 1.00 -1.22 1.76 0.06
H 0.94 -1.81 0.16 0.05
H 2.41 -1.08 0.58 0.08
H 1.23 -0.17 -1.86 0.04
H -1.05 -0.24 1.51 0.05
H -2.42 -0.08 0.55 0.08
H -1.05 1.43 2.54 -0.01
H 0.28 2.04 2.31 0.02
O -0.31 1.82 3.06 -0.12
```

***

Version B
ORCA calculation (ωB97M-V/def2-TZVPD) on 2 unconnected molecules or ions with the total composition C4H12NO3.

Properties
**HOMO-LUMO gap**: 0.2580 Ha
**Highest occupied orbital energy**: -3.2930 eV
**Total charge**: -1

The geometry in XYZ format:
```
20
Properties=species:S:1:pos:R:3:lowdin_charge:R:1
C -1.43 0.90 -1.75 -0.14
N -0.06 0.78 -1.22 -0.08
C 0.06 -0.19 -0.15 -0.34
C -0.25 0.26 1.35 -0.44
O -0.32 -0.80 2.17 -0.29
C -0.60 -1.56 -0.37 -0.29
O 0.03 -2.54 0.43 -0.16
H -1.26 1.44 -2.69 0.06
H -2.01 0.02 -2.03 0.07
H -2.00 1.65 -1.21 0.07
H 0.49 0.54 -2.02 0.09
H 1.10 -0.46 0.09 0.14
H 0.59 0.97 1.55 0.07
H -1.13 0.94 1.44 0.08
H 0.07 -2.01 1.29 0.02
H -1.63 -1.62 0.00 0.11
H -0.64 -1.90 -1.43 0.10
H 2.34 2.47 0.77 0.03
H 1.42 2.63 -0.46 0.01
O 2.35 2.66 -0.19 -0.11
```

***

Version C
ORCA calculation (ωB97M-V/def2-TZVPD) on 2 unconnected molecules or ions with the total composition C4H12NO3.

Properties
**HOMO-LUMO gap**: 0.2693 Ha
**Highest occupied orbital energy**: -3.8373 eV
**Total charge**: -1

The geometry in XYZ format:
```
20
Properties=species:S:1:pos:R:3:lowdin_charge:R:1
C 1.43 1.42 1.52 -0.24
O 2.51 1.04 2.37 -0.11
C 0.78 0.18 0.77 -0.37
C 0.63 0.33 -0.75 -0.16
C -0.36 -0.74 -1.31 -0.42
O -1.66 -0.45 -0.98 -0.30
N -0.47 -0.11 1.50 0.02
H 0.66 1.90 2.13 0.10
H 1.86 2.16 0.82 0.11
H 2.13 0.52 3.09 0.07
H 1.54 -0.62 1.05 0.14
H 0.07 1.26 -0.87 0.11
H 1.59 0.32 -1.29 0.10
H -0.21 -0.69 -2.39 0.08
H -0.05 -1.77 -0.98 0.11
H -0.47 -1.03 1.92 0.06
H -1.29 -0.06 0.88 0.05
H -2.41 -1.27 -1.75 0.01
H -3.15 -0.79 -3.11 -0.05
O -3.13 -1.61 -2.61 -0.30
```

***

Energy relative to the most stable one, in eV: version A 0.342; version B 0.645; version C 0.000

***

Version A
ORCA calculation (ωB97M-V/def2-TZVPD) on 2 unconnected molecules or ions with the total composition H2NP.

Properties
**HOMO-LUMO gap (spin up / spin down)**: 0.3129 / 0.3177 Ha
**Highest occupied orbital energy (spin up / spin down)**: -9.4772 / -9.4572 eV
**Total charge**: 0

The geometry in XYZ format:
```
4
Properties=species:S:1:pos:R:3:lowdin_charge:R:1
N 0.65 -0.29 -0.38 -0.50
P -0.63 0.28 0.20 0.49
H 0.77 -1.33 1.14 0.12
H -0.78 1.35 -0.96 -0.11
```

***

Version B
ORCA calculation (ωB97M-V/def2-TZVPD) on 2 unconnected molecules or ions with the total composition H2NP.

Properties
**HOMO-LUMO gap**: 0.2960 Ha
**Highest occupied orbital energy**: -8.7421 eV
**Total charge**: 0

The geometry in XYZ format:
```
4
Properties=species:S:1:pos:R:3:lowdin_charge:R:1
N -0.64 -0.83 0.03 -0.43
P -0.78 0.68 0.02 0.62
H 0.15 -1.41 -0.06 -0.06
H 1.28 1.56 0.01 -0.13
```

***

Energy relative to the most stable one, in eV: version A 1.921; version B 0.000